[1]
An isolated molecule of C3H6OS at a distorted geometry. Source: the Open Molecules 2025 dataset; level of theory: wB97M-V/def2-TZVPD.

- ΔE to the lowest compared entry with this formula, charge and spin (kJ/mol) = 184.85
- multiplicity = 1
- SMILES string = OC1(S)CC1
- highest occupied orbital energy (eV) = -9.2
- gap between HOMO and LUMO (eV) = 9.913

Element x y z (Å)
C1 0.964 -0.410 0.714
C2 0.685 -0.588 -0.722
C3 -0.276 0.173 0.094
O1 -0.270 1.561 0.075
S1 -2.114 -0.496 0.308
H1 0.872 -1.341 1.277
H2 1.798 0.153 0.959
H3 1.338 -0.078 -1.383
H4 0.378 -1.580 -0.895
H5 -0.923 1.781 -0.620
H6 -2.451 0.826 0.195

Löwdin atomic charge list, values in e, 8 entries:
1. C -0.104
2. C -0.134
3. C -0.750
4. O -0.050
5. S 0.699
6. H 0.110
7. H 0.087
8. H 0.108



[2]
An isolated molecule of C5H10N2S at a distorted geometry. Source: the Open Molecules 2025 dataset; level of theory: wB97M-V/def2-TZVPD.

- ΔE to the lowest compared entry with this formula, charge and spin (kJ/mol) = 202.95
- multiplicity = 1
- SMILES string = C=CN(NC)C(C)=S
- highest occupied orbital energy (eV) = -8.1
- gap between HOMO and LUMO (eV) = 8.828

Element x y z (Å)
C1 -1.644 -1.143 -0.571
C2 0.819 0.328 -1.346
C3 2.112 0.306 -1.707
C4 0.722 0.411 1.143
C5 -0.261 0.433 2.293
H1 -2.712 -1.163 -0.656
H2 -1.221 -1.461 -1.568
H3 -1.353 -1.884 0.171
H4 -1.590 0.888 -0.788
H5 0.071 0.360 -2.151
H6 2.925 0.264 -1.009
H7 2.327 0.339 -2.755
H8 -0.990 1.241 2.177
H9 -0.805 -0.502 2.318
H10 0.304 0.569 3.226
N1 -1.227 0.184 -0.146
N2 0.172 0.312 -0.092
S1 2.350 0.517 1.462

Löwdin atomic charge list, values in e, 8 entries:
1. C -0.094
2. C -0.166
3. C 0.012
4. C -0.776
5. C -0.118
6. H 0.073
7. H 0.089
8. H 0.082



[3]
An isolated molecule of C14H23N3O3S at a distorted geometry. Source: the Open Molecules 2025 dataset; level of theory: wB97M-V/def2-TZVPD.

- ΔE to the lowest compared entry with this formula, charge and spin (kJ/mol) = 202.53
- multiplicity = 1
- SMILES string = CC(C)c1nc(CN(C)C(=O)N[C@H](C(=O)O)C(C)C)cs1
- highest occupied orbital energy (eV) = -8.6
- gap between HOMO and LUMO (eV) = 9.096

Element x y z (Å)
O1 -2.364 -1.994 -1.121
O2 -2.832 -1.221 2.527
N1 0.494 1.179 -0.861
O3 -1.262 0.380 2.307
S1 1.762 3.025 -2.346
C1 -1.298 -1.447 -0.997
C2 -1.803 -0.889 2.110
C3 0.853 2.454 -0.965
C4 1.745 1.296 -2.736
C5 0.972 0.585 -1.953
N2 -0.827 -1.074 -2.213
N3 -0.551 -1.363 0.151
C6 -1.827 -0.813 -3.326
C7 0.655 -0.822 -2.294
C8 -0.347 4.430 -0.558
C9 1.610 3.886 0.893
C10 -0.214 -3.642 3.064
C11 1.558 -2.814 1.499
C12 0.430 3.332 0.159
C13 0.294 -2.364 2.243
C14 -0.913 -1.903 1.410
H1 -1.879 0.826 2.824
H2 2.229 0.755 -3.542
H3 0.252 -0.666 0.075
H4 -2.554 -0.129 -3.005
H5 -2.326 -1.770 -3.576
H6 -1.358 -0.566 -4.284
H7 0.901 -0.993 -3.298
H8 1.164 -1.604 -1.759
H9 -1.297 4.122 -0.913
H10 0.173 4.999 -1.345
H11 -0.586 5.096 0.241
H12 1.322 4.563 1.645
H13 2.265 4.431 0.264
H14 2.253 3.039 1.326
H15 -1.275 -3.451 3.382
H16 -0.390 -4.516 2.327
H17 0.479 -4.056 3.826
H18 2.266 -3.211 2.189
H19 2.080 -2.019 0.992
H20 1.241 -3.590 0.734
H21 -0.163 2.768 0.867
H22 0.635 -1.538 2.849
H23 -1.569 -2.710 1.185

Löwdin atomic charge list, values in e, 8 entries:
1. O 0.062
2. O 0.174
3. N 0.136
4. O 0.110
5. S 1.080
6. C -0.560
7. C -0.461
8. C -0.543



[4]
A structure of composition C19H17F6FeN7O4S4Sb. Source: the Open Molecules 2025 dataset; level of theory: wB97M-V/def2-TZVPD.

- ΔE to the lowest compared entry with this formula, charge and spin (kJ/mol) = 34.39
- multiplicity = 2
- highest occupied orbital energy (spin up / spin down) (eV) = -7.9 / -7.7
- gap between HOMO and LUMO (spin up / spin down) (eV) = 6.125 / 7.200

Element x y z (Å)
Fe1 -0.808 0.249 0.102
F1 0.966 -3.119 -1.874
C1 1.568 -3.408 -0.725
F2 2.629 -4.172 -0.973
F3 0.720 -4.083 0.049
S1 2.091 -1.862 0.127
O1 0.836 -1.174 0.390
O2 2.827 -2.281 1.274
N1 3.016 -1.141 -0.906
S2 2.522 -0.038 -1.912
O3 3.194 1.211 -1.678
O4 1.090 -0.007 -2.126
C2 3.213 -0.652 -3.503
F4 4.537 -0.747 -3.449
F5 2.882 0.222 -4.459
F6 2.709 -1.840 -3.819
S3 -1.848 -1.336 -1.050
C3 -3.466 -0.709 -1.345
C4 -4.336 -1.364 -2.209
C5 -5.623 -0.878 -2.420
C6 -6.503 -1.579 -3.318
N2 -7.192 -2.149 -4.037
C7 -6.054 0.281 -1.766
C8 -5.186 0.948 -0.904
C9 -3.909 0.459 -0.691
S4 -2.814 1.308 0.416
C10 -7.372 0.815 -1.973
N3 -8.413 1.271 -2.134
H1 -4.022 -2.263 -2.722
H2 -5.523 1.850 -0.411
N4 -0.651 -0.392 4.231
C11 -1.644 -1.334 4.075
C12 -1.948 -1.357 2.747
N5 -1.160 -0.448 2.102
C13 -0.388 0.113 3.006
C14 0.552 1.106 2.506
N6 0.472 1.433 1.227
C15 1.531 2.268 0.963
C16 2.244 2.455 2.103
N7 1.605 1.718 3.078
H3 -0.215 -0.141 5.101
H4 -2.030 -1.897 4.904
H5 -2.661 -1.958 2.210
H6 1.740 2.639 -0.026
H7 3.131 3.026 2.306
H8 1.927 1.601 4.023
C17 -2.581 2.208 -3.101
Sb1 -0.968 2.231 -1.728
C18 -1.171 4.134 -0.787
C19 0.573 2.789 -3.103
H9 -2.344 2.947 -3.864
H10 -3.503 2.474 -2.589
H11 -2.686 1.224 -3.552
H12 -1.663 4.811 -1.483
H13 -0.185 4.527 -0.546
H14 -1.770 4.032 0.113
H15 0.511 3.868 -3.243
H16 0.379 2.288 -4.050
H17 1.553 2.512 -2.734

Löwdin atomic charge list, values in e, 8 entries:
1. Fe -0.035
2. F 0.132
3. C -0.681
4. F 0.150
5. F 0.144
6. S 0.612
7. O -0.373
8. O -0.250



[5]
A structure of composition C23H19AuCl4F6Ge2NO6S2 at a distorted geometry. Source: the Open Molecules 2025 dataset; level of theory: wB97M-V/def2-TZVPD.

- multiplicity = 2
- highest occupied orbital energy (spin up / spin down) (eV) = -2.2 / -2.1
- gap between HOMO and LUMO (spin up / spin down) (eV) = 6.429 / 5.614
- net charge = -2

Element x y z (Å)
Au1 -0.919 -0.402 -1.099
Cl1 -0.967 -4.250 -6.944
C1 -1.466 -3.277 -5.600
C2 -2.795 -2.908 -5.461
Cl2 -3.975 -3.463 -6.602
C3 -3.171 -2.075 -4.401
Cl3 -4.818 -1.559 -4.244
C4 -2.258 -1.619 -3.440
O1 -2.569 -0.750 -2.537
C5 -0.910 -2.136 -3.505
O2 -0.088 -1.910 -2.524
C6 -0.537 -2.863 -4.638
Cl4 1.123 -3.353 -4.766
C7 0.793 -2.748 2.396
Ge1 1.220 -0.805 2.405
C8 2.908 -0.750 3.499
C9 -0.139 -0.026 3.593
Ge2 1.150 -0.024 0.042
C10 2.655 -1.024 -0.820
C11 3.442 -1.947 -0.134
C12 4.409 -2.704 -0.782
C13 4.610 -2.549 -2.145
C14 3.839 -1.633 -2.848
C15 2.873 -0.887 -2.191
C16 1.821 1.843 0.013
C17 2.139 2.534 1.178
C18 2.408 3.893 1.159
C19 2.377 4.588 -0.042
C20 2.071 3.915 -1.216
C21 1.793 2.556 -1.184
H1 0.674 -3.128 3.413
H2 1.567 -3.330 1.894
H3 -0.144 -2.906 1.859
H4 2.694 -1.231 4.455
H5 3.256 0.265 3.693
H6 3.712 -1.299 3.006
H7 -0.057 -0.431 4.604
H8 -1.126 -0.272 3.209
H9 -0.071 1.060 3.644
H10 3.294 -2.079 0.932
H11 5.006 -3.420 -0.228
H12 5.358 -3.143 -2.659
H13 3.986 -1.515 -3.915
H14 2.256 -0.201 -2.760
H15 2.144 2.001 2.123
H16 2.623 4.425 2.079
H17 2.587 5.651 -0.065
H18 2.038 4.455 -2.156
H19 1.526 2.042 -2.102
F1 -2.874 3.242 -1.124
C22 -3.625 2.772 -0.119
F2 -4.189 3.829 0.486
F3 -4.589 2.019 -0.634
S1 -2.540 1.842 1.103
O3 -2.559 0.473 0.641
O4 -1.308 2.559 1.034
N1 -3.263 2.097 2.477
S2 -4.499 1.181 2.882
O5 -5.721 1.541 2.225
O6 -4.222 -0.205 3.098
C23 -4.693 1.879 4.601
F4 -4.955 3.194 4.574
F5 -5.716 1.277 5.229
F6 -3.594 1.689 5.342

Löwdin atomic charge list, values in e, 8 entries:
1. Au 0.852
2. Cl 0.591
3. C -0.739
4. C -0.737
5. Cl 0.595
6. C -0.624
7. Cl 0.647
8. C -0.431



[6]
A structure of composition C30H35O2ReSSi at a distorted geometry. Source: the Open Molecules 2025 dataset; level of theory: wB97M-V/def2-TZVPD.

- multiplicity = 4
- highest occupied orbital energy (spin up / spin down) (eV) = -16.8 / -16.5
- gap between HOMO and LUMO (spin up / spin down) (eV) = 7.098 / 4.901
- net charge = +3

Element x y z (Å)
Re1 -0.688 -0.556 1.145
C1 -5.190 -0.619 2.992
C2 -4.197 -1.578 2.320
C3 -4.452 -3.018 2.772
C4 -2.769 -1.138 2.572
C5 -2.414 0.229 2.637
C6 -1.147 0.642 3.088
C7 -0.152 -0.291 3.451
C8 1.157 0.141 4.044
C9 -0.442 -1.644 3.197
C10 -1.717 -2.049 2.762
H1 -6.201 -0.987 2.822
H2 -5.154 0.394 2.592
H3 -5.030 -0.581 4.072
H4 -4.374 -1.526 1.238
H5 -4.296 -3.127 3.848
H6 -3.837 -3.755 2.252
H7 -5.490 -3.273 2.564
H8 -3.155 0.988 2.433
H9 -0.957 1.698 3.241
H10 1.827 0.537 3.280
H11 1.657 -0.689 4.538
H12 0.987 0.935 4.772
H13 0.308 -2.393 3.417
H14 -1.897 -3.109 2.655
C11 -0.141 -4.178 -1.515
S1 -0.829 -2.551 -1.544
C12 -2.520 -2.908 -1.151
O1 -0.215 -1.929 -0.239
H15 -0.380 -4.658 -0.567
H16 0.935 -4.075 -1.650
H17 -0.570 -4.722 -2.359
H18 -2.976 -3.373 -2.026
H19 -3.012 -1.957 -0.950
H20 -2.558 -3.581 -0.293
O2 0.042 0.717 0.003
Si1 1.247 1.159 -1.070
C13 0.545 1.827 -2.631
C14 -0.846 1.939 -2.836
C15 -1.331 2.367 -4.053
C16 -0.439 2.744 -5.068
C17 0.936 2.674 -4.872
C18 1.432 2.239 -3.657
C19 2.017 2.782 -0.554
C20 3.383 3.038 -0.882
C21 3.983 4.185 -0.439
C22 3.221 5.145 0.263
C23 1.858 4.935 0.550
C24 1.250 3.791 0.112
C25 2.445 -0.198 -1.268
C26 2.599 -0.867 -2.487
C27 3.538 -1.885 -2.620
C28 4.327 -2.248 -1.537
C29 4.190 -1.591 -0.318
C30 3.252 -0.578 -0.185
H21 -1.541 1.673 -2.047
H22 -2.397 2.421 -4.227
H23 -0.827 3.113 -6.009
H24 1.615 2.971 -5.659
H25 2.505 2.203 -3.507
H26 3.964 2.305 -1.429
H27 5.031 4.362 -0.636
H28 3.688 6.077 0.557
H29 1.294 5.687 1.084
H30 0.191 3.643 0.288
H31 1.996 -0.588 -3.345
H32 3.667 -2.381 -3.573
H33 5.055 -3.042 -1.642
H34 4.828 -1.858 0.515
H35 3.169 -0.060 0.769

Löwdin atomic charge list, values in e, 8 entries:
1. Re 1.581
2. C -0.034
3. C -0.355
4. C -0.044
5. C -0.198
6. C -0.057
7. C -0.100
8. C -0.317



Which formula does entry 3 have?
C14H23N3O3S



Which value of multiplicity does entry 3 give?
1



Please write out number 2 again, unchanged.
An isolated molecule of C5H10N2S at a distorted geometry. Source: the Open Molecules 2025 dataset; level of theory: wB97M-V/def2-TZVPD.

- ΔE to the lowest compared entry with this formula, charge and spin (kJ/mol) = 202.95
- multiplicity = 1
- SMILES string = C=CN(NC)C(C)=S
- highest occupied orbital energy (eV) = -8.1
- gap between HOMO and LUMO (eV) = 8.828

Element x y z (Å)
C1 -1.644 -1.143 -0.571
C2 0.819 0.328 -1.346
C3 2.112 0.306 -1.707
C4 0.722 0.411 1.143
C5 -0.261 0.433 2.293
H1 -2.712 -1.163 -0.656
H2 -1.221 -1.461 -1.568
H3 -1.353 -1.884 0.171
H4 -1.590 0.888 -0.788
H5 0.071 0.360 -2.151
H6 2.925 0.264 -1.009
H7 2.327 0.339 -2.755
H8 -0.990 1.241 2.177
H9 -0.805 -0.502 2.318
H10 0.304 0.569 3.226
N1 -1.227 0.184 -0.146
N2 0.172 0.312 -0.092
S1 2.350 0.517 1.462

Löwdin atomic charge list, values in e, 8 entries:
1. C -0.094
2. C -0.166
3. C 0.012
4. C -0.776
5. C -0.118
6. H 0.073
7. H 0.089
8. H 0.082